[1]
Molecular formula: C25H38ClFN2O6PS
Method: DFT, ωB97M-V with the def2-TZVPD basis set

Each line ends with the Löwdin charge.
Element x y z (Å)
1 C 1.3126 1.2680 3.2459  -0.10
2 C 1.4039 1.2533 1.6857  -0.23
3 C 0.2961 2.1926 1.0922  -0.16
4 C -0.7566 1.3333 0.4039  -0.19
5 C -0.4347 0.6916 -0.8631  -0.09
6 C 0.9497 0.8587 -1.4914  -0.12
7 C 1.2672 2.2974 -2.0123  -0.17
8 C 2.7786 2.6838 -1.8769  -0.19
9 C 3.0859 3.6129 -0.6937  -0.19
10 C 4.6351 3.7809 -0.4321  -0.14
11 C 5.0532 3.3241 0.9929  -0.16
12 O 5.9940 2.2280 1.0000  -0.04
13 C 5.3769 1.0165 0.7913  -0.49
14 C 5.0941 0.0493 1.9363  0.03
15 O 5.0756 0.6827 -0.3344  0.11
16 C -1.4140 -0.0818 -1.4343  -0.06
17 C -1.1870 -0.8135 -2.7631  -0.14
18 O -0.9740 -2.1977 -2.4603  -0.05
19 C 0.3573 -2.6003 -2.5645  -0.25
20 O 0.6980 -3.2561 -1.3525  -0.09
21 C 1.9545 -3.8915 -1.4620  -0.21
22 C 2.6699 -3.8038 -0.0966  -0.24
23 O 1.7020 -4.0469 0.9067  -0.05
24 C -2.7071 -0.2409 -0.8356  -0.15
25 N -3.6259 -1.0002 -1.5013  0.14
26 C -4.7769 -1.1344 -0.8854  -0.34
27 P -6.0329 -2.2088 -1.7589  0.30
28 S -6.1273 -4.0107 -1.0660  0.26
29 C -5.0321 -0.5166 0.3925  -0.20
30 C -6.3820 -0.7749 1.0655  -0.23
31 O -6.2220 -1.6989 2.1126  -0.16
32 C -7.4749 -1.8699 2.7499  -0.11
33 N -4.2008 0.2549 1.0487  0.18
34 C -3.0161 0.3673 0.3792  -0.21
35 C -1.9781 1.1553 0.9770  -0.47
36 Cl -2.3389 1.9005 2.5405  0.70
37 H 0.2750 1.1019 3.5600  0.05
38 H 1.6887 2.2337 3.6147  0.07
39 H 1.9562 0.4541 3.6188  0.06
40 H 1.1924 0.2320 1.3388  0.11
41 H 2.4277 1.5607 1.4298  0.06
42 H -0.1008 2.7933 1.9161  0.07
43 H 0.6706 2.8995 0.3423  0.08
44 H 1.7160 0.5167 -0.7749  0.11
45 H 1.0560 0.1961 -2.3547  0.08
46 H 1.0764 2.2751 -3.1004  0.11
47 H 0.5972 3.0737 -1.6186  0.11
48 H 3.3780 1.7620 -1.8783  0.10
49 H 3.0323 3.2458 -2.7939  0.11
50 H 2.6681 3.2029 0.2351  0.06
51 H 2.6399 4.6121 -0.8191  0.11
52 H 4.8220 4.8656 -0.4623  0.10
53 H 5.1670 3.2428 -1.2227  0.11
54 H 5.5179 4.1645 1.5257  0.12
55 H 4.1901 3.0145 1.6083  0.11
56 H 4.0769 0.1582 2.3399  0.07
57 H 5.1387 -0.9604 1.5049  0.08
58 H 5.8408 0.0783 2.7410  0.09
59 H -2.1001 -0.7709 -3.3739  0.12
60 H -0.3899 -0.3602 -3.3647  0.11
61 H 1.0682 -1.7740 -2.7363  0.12
62 H 0.4151 -3.3572 -3.3757  0.14
63 H 1.7866 -4.9724 -1.6413  0.13
64 H 2.5915 -3.4935 -2.2698  0.12
65 H 3.4482 -4.5896 -0.0278  0.12
66 H 3.1869 -2.8334 0.0238  0.11
67 H 2.1254 -4.1341 1.7660  0.09
68 H -5.6116 -2.1776 -3.1286  -0.05
69 H -7.2473 -1.4722 -1.6766  -0.05
70 H -7.1824 -1.0160 0.3489  0.08
71 H -6.6665 0.1985 1.5274  0.12
72 H -8.0540 -2.5914 2.1434  0.10
73 H -8.0717 -0.9331 2.7734  0.08
74 H -7.3588 -2.2048 3.7867  0.09
75 F -5.9904 -5.0452 1.0381  -0.91

Results
Total charge   -1
M   580.1 Da

[2]
Molecular formula: C25H38F3N2O
Method: DFT, ωB97M-V with the def2-TZVPD basis set

Each line ends with the natural charge from an NBO analysis.
Element x y z (Å)
1 C 1.5039 -1.3074 -5.0758  -0.35
2 C 1.8553 -0.5298 -3.9015  -0.27
3 C 2.6953 -1.3129 -2.7568  -0.03
4 C 4.2692 -1.3523 -2.7726  -0.15
5 C 5.0359 -2.1303 -1.6324  -0.19
6 C 4.1930 -2.8433 -0.5122  -0.19
7 C 2.6213 -2.8017 -0.5202  -0.09
8 C 1.8438 -3.5602 0.6405  0.39
9 C 2.7464 -4.2718 1.7493  -0.49
10 C 1.9401 -5.1333 2.8369  -0.23
11 C 1.1704 -6.4232 2.2252  -0.63
12 C 3.0704 -5.7367 3.8527  -0.62
13 N 0.4008 -3.5264 0.6266  -0.52
14 C -0.3867 -2.8262 -0.4077  0.25
15 C -2.0042 -2.7923 -0.3976  -0.47
16 C -2.3872 -1.2553 0.0085  -0.07
17 O -1.5693 -0.9418 1.1673  -0.55
18 C -0.7757 0.2495 0.9712  -0.14
19 C -0.4266 0.9658 2.3918  0.97
20 F -1.5267 1.8552 2.6460  -0.34
21 F -0.1958 0.0432 3.4406  -0.32
22 F 0.7362 1.7777 2.2295  -0.33
23 C 0.2900 -2.0278 -1.5733  -0.23
24 C 1.8547 -2.0285 -1.6430  0.00
25 H 1.9890 -1.0197 -6.0872  0.23
26 H 0.8001 -2.2257 -5.0421  0.22
27 H 1.5453 0.5590 -3.7256  0.25
28 H 4.8286 -0.8094 -3.6108  0.26
29 H 6.1884 -2.1837 -1.6229  0.26
30 H 4.8158 -3.4072 0.2795  0.25
31 H 3.5679 -4.8994 1.2560  0.26
32 H 3.2806 -3.4238 2.3361  0.27
33 H 1.1767 -4.5049 3.4431  0.22
34 H 0.7647 -7.0584 3.1056  0.24
35 H 1.9605 -7.0635 1.6997  0.22
36 H 0.3091 -6.1236 1.5299  0.19
37 H 3.8701 -6.2813 3.2112  0.21
38 H 2.6280 -6.4208 4.6524  0.24
39 H 3.6348 -4.8307 4.3083  0.22
40 H -0.1354 -4.0170 1.3690  0.45
41 H -2.3945 -2.9250 -1.4773  0.25
42 H -2.4690 -3.5651 0.3019  0.24
43 H -2.1859 -0.5499 -0.8841  0.19
44 H -3.5078 -1.1458 0.2599  0.22
45 H 0.2086 0.0494 0.4128  0.21
46 H -1.4383 1.0147 0.4162  0.22
47 H -0.3133 -1.4486 -2.3685  0.27
48 C -0.3146 5.1910 -1.4407  -0.62
49 C -1.6213 5.9513 -1.2447  -0.22
50 N -2.7813 5.0924 -1.0237  -0.46
51 C -4.0522 5.8152 -1.0941  -0.21
52 C -4.3225 6.8786 -0.0315  -0.64
53 C -2.6739 4.1331 0.0709  -0.21
54 C -2.4130 4.6806 1.4730  -0.65
55 H -0.3891 4.4840 -2.2714  0.20
56 H 0.4906 5.8946 -1.6704  0.22
57 H -0.0188 4.6443 -0.5415  0.20
58 H -1.7886 6.5384 -2.1530  0.20
59 H -1.4889 6.6713 -0.4273  0.16
60 H -4.8780 5.0938 -1.0886  0.19
61 H -4.1108 6.2971 -2.0768  0.19
62 H -4.5968 6.4326 0.9251  0.20
63 H -5.1680 7.5002 -0.3424  0.22
64 H -3.4717 7.5453 0.1212  0.21
65 H -1.8725 3.4244 -0.1718  0.17
66 H -3.5768 3.5118 0.0988  0.19
67 H -1.6607 5.4721 1.4832  0.21
68 H -2.0449 3.8771 2.1172  0.22
69 H -3.3247 5.0613 1.9328  0.21

Results
Total charge   +1
M   439.6 Da

[3]
Molecular formula: C25H38F3N3O11S
Method: DFT, ωB97M-V with the def2-TZVPD basis set

Each line ends with the Löwdin charge.
Element x y z (Å)
1 C -4.7819 -15.2910 -17.6852  -0.09
2 C -4.6942 -14.7075 -19.0606  -0.24
3 C -5.7475 -13.5642 -19.2815  -0.15
4 C -5.6276 -12.3942 -18.3841  -0.19
5 N -5.6841 -11.3867 -17.8410  0.18
6 H -3.9860 -16.0197 -17.5441  0.09
7 H -5.7876 -15.6844 -17.5106  0.08
8 H -4.6148 -14.4523 -16.9283  0.10
9 H -4.9427 -15.4653 -19.7472  0.09
10 H -3.7540 -14.3400 -19.4515  0.11
11 H -6.7810 -13.9424 -19.1773  0.11
12 H -5.7880 -13.2221 -20.3294  0.08
13 C -10.0011 -15.8350 -19.7241  -0.09
14 C -10.8041 -14.5589 -19.9605  -0.22
15 C -11.7823 -14.0860 -18.8329  -0.18
16 C -11.2208 -14.4168 -17.5784  -0.29
17 N -10.7158 -14.7452 -16.6097  0.18
18 H -9.7690 -16.2758 -20.6678  0.06
19 H -10.5069 -16.5588 -19.1525  0.06
20 H -9.0184 -15.5724 -19.3075  0.07
21 H -11.3647 -14.6450 -20.8857  0.10
22 H -10.0714 -13.7925 -20.0049  0.06
23 H -12.8397 -14.4950 -18.8278  0.14
24 H -11.8877 -13.0151 -18.8020  0.09
25 C -11.2728 -10.0339 -16.1037  -0.11
26 C -9.8845 -10.1797 -15.4012  -0.21
27 C -8.8036 -10.1064 -16.5176  -0.19
28 C -9.0531 -11.1600 -17.5106  -0.21
29 N -9.4571 -12.0941 -18.0716  0.20
30 H -11.5375 -10.9381 -16.6220  0.04
31 H -11.3423 -9.2139 -16.8671  0.09
32 H -12.1118 -9.7743 -15.4021  0.08
33 H -9.8780 -11.1888 -14.9219  0.11
34 H -9.7357 -9.3942 -14.6771  0.10
35 H -7.8088 -10.3289 -16.1354  0.10
36 H -8.8308 -9.1442 -16.9775  0.11
37 C -8.7170 -11.7487 -25.1826  0.00
38 C -9.1195 -11.4901 -23.7008  -0.33
39 O -8.6070 -12.6215 -23.0190  0.12
40 C -8.1992 -13.5795 -23.9107  -0.56
41 O -7.7868 -14.6467 -23.5612  0.15
42 O -8.2445 -13.1397 -25.1876  0.07
43 F -10.4203 -11.4109 -23.5157  0.09
44 H -7.9183 -11.1278 -25.6063  0.13
45 H -9.6121 -11.7032 -25.8356  0.15
46 H -8.8027 -10.5037 -23.2809  0.17
47 C -8.0671 -14.8133 -15.3450  -0.05
48 C -7.4205 -13.5160 -14.8839  -0.26
49 O -6.0397 -13.7359 -14.8775  0.09
50 C -5.8926 -15.1763 -14.7889  -0.55
51 O -4.8386 -15.6935 -14.4614  0.14
52 O -6.9808 -15.7284 -15.1463  0.10
53 F -7.8719 -13.2754 -13.5290  -0.01
54 H -8.3773 -14.7320 -16.4494  0.13
55 H -8.9250 -15.0183 -14.7245  0.12
56 H -7.7287 -12.6882 -15.4532  0.12
57 C -4.9427 -13.0002 -24.1810  -0.01
58 C -4.8491 -12.9037 -22.6270  -0.26
59 O -5.5713 -11.7058 -22.3376  0.10
60 C -5.7527 -10.9849 -23.4755  -0.58
61 O -6.4139 -10.0047 -23.4333  0.17
62 O -5.3014 -11.6434 -24.5298  0.10
63 F -3.4991 -12.6913 -22.4239  0.05
64 H -5.6865 -13.7543 -24.3662  0.11
65 H -3.9567 -13.3576 -24.5487  0.16
66 H -5.3230 -13.7239 -22.1845  0.13
67 C -3.8660 -9.5062 -20.0823  -0.23
68 C -2.6761 -9.7891 -19.1318  -0.22
69 C -1.8499 -8.5194 -19.1477  -0.23
70 S -3.0135 -7.1363 -19.2229  0.66
71 O -2.6910 -6.2554 -20.3363  -0.34
72 O -3.1839 -6.6153 -17.8934  -0.32
73 C -4.4278 -8.1043 -19.7704  -0.22
74 H -4.6600 -10.2437 -20.0724  0.07
75 H -3.3481 -9.4804 -21.0667  0.12
76 H -2.1272 -10.6608 -19.4852  0.11
77 H -3.0566 -10.0100 -18.1476  0.10
78 H -1.1681 -8.3818 -20.0712  0.14
79 H -1.3259 -8.3506 -18.2393  0.08
80 H -4.8326 -7.5028 -20.5803  0.10
81 H -5.1437 -8.2293 -18.8833  0.13

Results
SMILES string   O=C1OC[C@@H](F)O1.O=C1OC[C@@H](F)O1.O=C1OC[C@@H](F)O1.O=S1(=O)CCCC1.CCCC#N.CCCC#N.CCCC#N
M   645.6 Da

Number 1: electronic energy -77167.484 eV. Number 2: electronic energy -39703.817 eV. Number 3: electronic energy -72519.903 eV.